Here is 2 unconnected molecules or ions with the total composition C3H7F2NO in a non-equilibrium geometry from the OMol25 dataset. Energies are from ωB97M-V/def2-TZVPD.

Geometry as XYZ:
```
14
C3H7F2NO | the OMol25 dataset | ωB97M-V/def2-TZVPD
C -1.59 -1.18 0.79
C -1.08 -0.09 -0.17
C 0.35 0.39 0.26
N 2.58 0.95 -1.55
O 1.24 -0.34 -0.43
F 2.03 2.04 -1.06
F 3.70 0.65 -0.91
H -2.64 -1.67 0.47
H -1.05 -2.06 0.91
H -1.74 -0.79 1.82
H -1.65 0.75 -0.32
H -1.07 -0.58 -1.10
H 0.37 1.51 -0.15
H 0.56 0.42 1.44
```

- E_LUMO (alpha / beta) (Ha) = -0.0143 / -0.0456
- F_max (eV Å⁻¹) = 4.6
- charge = 0
- DFT total energy (eV) = -12189.177
- 2S+1 = 1
- highest occupied orbital energy (alpha / beta) (hartree) = -0.3759 / -0.3600
- energy relative to the best compared isomer or geometry (same formula, charge and spin) (kcal/mol) = 158.5